(1)
DFT (wB97M-V/def2-TZVPD) results for a single C2H6N2O molecule at a distorted geometry.

Structure (ORCA input):
```
! wB97M-V def2-TZVPD RIJCOSX def2/J DEFGRID3
* xyz 0 1
O -0.86588 0.30628 -0.58167
N 1.34528 -0.96681 -0.18667
N 0.08788 1.00361 0.16835
C -1.61584 -0.55725 0.30300
C 1.27485 0.24127 0.20001
H 2.32132 -1.18341 -0.13093
H 0.15522 1.93402 -0.23072
H -1.05473 -1.46807 0.60500
H -2.14785 -0.09964 1.10848
H 2.07371 0.90556 0.75494
H -2.40683 -0.90043 -0.34315
*
```

Results
Largest force on an atom   2.42 eV/Å
Energy above the lowest of the compared OMol25 structures with the same formula, charge and spin   80.84 kcal per mole
Gap between HOMO and LUMO   10.49 eV

***

(2)
DFT (wB97M-V/def2-TZVPD) results for a gas-phase ion, C2H6N2O (charge +1) at a distorted geometry.

Structure (ORCA input):
```
! wB97M-V def2-TZVPD RIJCOSX def2/J DEFGRID3
* xyz 1 2
O 0.57612 -1.04934 -1.81022
N 0.47031 1.09033 -1.05347
N -1.06226 -0.26853 1.21586
C 0.10406 -0.72380 0.57228
C 0.40939 -0.23965 -0.95467
H 1.01763 -0.40417 1.08565
H -1.89791 -0.29211 0.64091
H -0.98221 0.59494 1.74095
H 0.08093 -1.81272 0.57372
H 0.16998 1.64906 -0.26923
H 1.11397 1.45599 -1.74178
*
```

Results
Largest force on an atom   2.25 eV/Å
<S²>   0.760
Energy above the lowest of the compared OMol25 structures with the same formula, charge and spin   5.10 kcal per mole
Gap between HOMO and LUMO (spin up / spin down)   12.31 / 6.95 eV

***

(3)
DFT (wB97M-V/def2-TZVPD) results for 2 unconnected molecules or ions with the total composition C2H6N2O2 at a distorted geometry.

Structure (ORCA input):
```
! wB97M-V def2-TZVPD RIJCOSX def2/J DEFGRID3
* xyz 0 1
O -2.22362 -0.70685 -0.69445
O -0.39632 -1.68941 0.23246
N 1.73280 0.79855 -0.55064
N -0.36514 0.79681 0.29109
C 0.97009 1.01759 0.57629
C -1.71705 -1.77422 -0.21968
H 1.22250 2.02796 0.98221
H -0.49568 -0.28530 0.62180
H -2.24970 -2.71670 -0.61449
H 2.73736 1.10070 -0.53529
H 1.48366 0.11523 -1.20934
H -0.69892 1.31562 1.12004
*
```

Results
Largest force on an atom   7.73 eV/Å
Energy above the lowest of the compared OMol25 structures with the same formula, charge and spin   102.06 kcal per mole
Gap between HOMO and LUMO   7.31 eV

***

(4)
DFT (wB97M-V/def2-TZVPD) results for 4 unconnected molecules or ions with the total composition C2H6N2O2 at a distorted geometry.

Structure (ORCA input):
```
! wB97M-V def2-TZVPD RIJCOSX def2/J DEFGRID3
* xyz 0 1
O -1.96094 -0.66316 -0.78407
O 0.07793 -0.19625 1.96246
N -1.80781 -0.12179 0.51032
N 0.38695 0.20824 -0.30438
C -0.33897 -0.06463 0.82305
C 1.76764 0.45268 -0.16777
H -2.26323 0.05556 -1.44810
H -0.08911 0.00109 -1.21265
H 1.84749 1.98172 0.51836
H 2.31341 -0.96156 0.98804
H -2.13904 -0.90682 1.11985
H 2.20566 0.21492 -2.00510
*
```

Results
Largest force on an atom   4.44 eV/Å
Energy above the lowest of the compared OMol25 structures with the same formula, charge and spin   261.98 kcal per mole
Gap between HOMO and LUMO   7.95 eV

***

(5)
DFT (wB97M-V/def2-TZVPD) results for a molecular structure, C2H6N2O2 at a distorted geometry.

Structure (ORCA input):
```
! wB97M-V def2-TZVPD RIJCOSX def2/J DEFGRID3
* xyz 0 1
O -0.30608 -1.05687 1.37923
O -1.64701 -0.74900 -0.86420
N -0.52363 0.32338 1.12728
N 0.40536 0.88068 0.27376
C 1.47380 0.01465 -0.23385
C -1.42591 0.34786 -0.41309
H 1.09142 -0.85609 -0.77177
H 2.10465 0.61857 -0.88197
H -0.90108 -1.53583 0.75956
H -2.01823 1.24038 -0.23848
H 2.04348 -0.33824 0.62487
H -0.29676 1.11051 -0.76134
*
```

Results
Largest force on an atom   2.68 eV/Å
Energy above the lowest of the compared OMol25 structures with the same formula, charge and spin   161.00 kcal per mole
Gap between HOMO and LUMO (spin up / spin down)   8.55 / 8.55 eV

***

(6)
DFT (wB97M-V/def2-TZVPD) results for 2 unconnected molecules or ions with the total composition C2H6N2O2S at a distorted geometry.

Structure (ORCA input):
```
! wB97M-V def2-TZVPD RIJCOSX def2/J DEFGRID3
* xyz 0 1
S -1.50067 -0.11741 0.99367
O -2.21114 -1.54563 0.47541
O -0.84739 -0.91257 2.34926
N 2.69145 1.16630 0.59305
N 2.85721 1.66134 -1.73149
C -0.21216 0.06862 0.00629
C 2.54094 1.41083 -0.59205
H 0.04693 1.14309 -0.16482
H -1.60348 -1.86761 -0.12723
H 2.19879 0.62073 1.13932
H 2.87907 2.57387 -2.12606
H 0.61456 -0.51231 -0.35404
H -1.70504 -1.23988 2.85383
*
```

Results
Largest force on an atom   5.62 eV/Å
Energy above the lowest of the compared OMol25 structures with the same formula, charge and spin   103.84 kcal per mole
Gap between HOMO and LUMO   9.32 eV

***

(7)
DFT (wB97M-V/def2-TZVPD) results for a single C2H6N2O2S molecule at a distorted geometry.

Structure (ORCA input):
```
! wB97M-V def2-TZVPD RIJCOSX def2/J DEFGRID3
* xyz 0 1
S 1.51061 -2.98701 0.00876
O 0.43253 2.31248 0.88547
O -1.32511 2.14338 -0.48942
N 0.00208 1.73543 -0.12749
N 0.15769 -2.04914 -0.13660
C 0.00098 -0.80194 0.46962
C 0.27539 0.40895 -0.50743
H 0.80248 -0.77465 1.35953
H -1.52631 2.91718 0.01849
H -0.95601 -0.70167 1.06975
H -0.55842 -2.62266 -0.49929
H 1.32617 0.16283 -0.62661
H -0.14208 0.25682 -1.42476
*
```

Results
Largest force on an atom   4.58 eV/Å
Energy above the lowest of the compared OMol25 structures with the same formula, charge and spin   130.79 kcal per mole
Gap between HOMO and LUMO (spin up / spin down)   8.76 / 7.43 eV

***

(8)
DFT (wB97M-V/def2-TZVPD) results for a molecular structure, C2H6N2O3 at a distorted geometry.

Structure (ORCA input):
```
! wB97M-V def2-TZVPD RIJCOSX def2/J DEFGRID3
* xyz 0 1
O 1.91605 0.86397 0.53219
O 3.90815 0.29222 0.06560
O 2.27778 -0.98992 -0.44892
N 2.75542 0.11588 0.03774
N -0.10927 -0.74094 0.29768
C -2.11392 0.56190 -0.00240
C -0.97729 -0.23346 -0.46014
H -0.27164 -0.44892 1.26387
H -2.28452 0.74098 1.08359
H -3.03215 0.04175 -0.20402
H 1.05009 -1.11978 -0.03060
H -1.11594 -0.48903 -1.52035
H -2.00275 1.40533 -0.61424
*
```

Results
Largest force on an atom   3.20 eV/Å
Energy above the lowest of the compared OMol25 structures with the same formula, charge and spin   143.68 kcal per mole
Gap between HOMO and LUMO   9.89 eV

***

(9)
DFT (wB97M-V/def2-TZVPD) results for a single C2H6N2OS molecule at a distorted geometry.

Structure (ORCA input):
```
! wB97M-V def2-TZVPD RIJCOSX def2/J DEFGRID3
* xyz 0 1
S -0.60766 1.40837 1.42215
O -0.55516 -0.79609 -2.18519
N -0.38552 0.49478 0.03855
N 1.21870 -0.82791 0.97769
C 0.53834 -1.19481 -1.40783
C 0.48350 -0.55110 -0.00916
H 0.49966 -2.26347 -1.23974
H 1.47230 -0.95158 -1.93579
H -0.83483 0.76011 -0.84916
H 0.49154 2.16578 1.44536
H 1.83336 -1.61104 0.74290
H -1.26143 -1.45773 -2.04823
*
```

Results
Largest force on an atom   1.27 eV/Å
Energy above the lowest of the compared OMol25 structures with the same formula, charge and spin   33.49 kcal per mole
Gap between HOMO and LUMO   9.55 eV

***

(10)
DFT (wB97M-V/def2-TZVPD) results for a single C2H6N2OS molecule at a distorted geometry.

Structure (ORCA input):
```
! wB97M-V def2-TZVPD RIJCOSX def2/J DEFGRID3
* xyz 0 1
S -2.70191 -0.33471 0.11311
O 0.26037 -0.54923 -0.58307
N 0.87333 1.61882 0.02241
N -1.48126 0.75995 0.04121
C 1.47515 -1.29262 0.18709
C 0.01479 0.66483 -0.11270
H 0.78888 2.57301 0.36710
H 2.57345 -1.05346 -0.32844
H 1.37358 -2.34460 0.44871
H -1.64671 1.67009 -0.37448
H -2.79416 -0.84817 -1.18539
H 1.26451 -0.86392 1.40444
*
```

Results
Largest force on an atom   4.60 eV/Å
Energy above the lowest of the compared OMol25 structures with the same formula, charge and spin   90.91 kcal per mole
Gap between HOMO and LUMO   10.07 eV

***

(11)
DFT (wB97M-V/def2-TZVPD) results for a molecular structure, C2H6N2OS at a distorted geometry.

Structure (ORCA input):
```
! wB97M-V def2-TZVPD RIJCOSX def2/J DEFGRID3
* xyz 0 1
S -2.02289 0.02027 0.06374
O 0.54210 0.91227 -0.71924
N 1.66041 -1.50761 -0.04837
N 0.30862 -1.14082 0.27816
C -0.33630 -0.02148 -0.21248
C 1.31795 1.59360 0.39345
H 0.44740 2.58272 1.28795
H -0.33354 -1.94043 0.23320
H 1.83353 0.68509 1.22649
H 2.33920 2.23094 -0.38567
H 2.30893 -1.06253 0.59493
H 1.76084 -1.01201 -0.91721
*
```

Results
Largest force on an atom   5.00 eV/Å
Energy above the lowest of the compared OMol25 structures with the same formula, charge and spin   148.12 kcal per mole
Gap between HOMO and LUMO   8.71 eV

***

(12)
DFT (wB97M-V/def2-TZVPD) results for 2 unconnected molecules or ions with the total composition C2H6N2OS at a distorted geometry.

Structure (ORCA input):
```
! wB97M-V def2-TZVPD RIJCOSX def2/J DEFGRID3
* xyz 0 1
S -1.75594 -0.02438 1.27019
O -1.80725 2.47217 0.41416
N 1.28464 -0.40403 -0.03710
N 0.65275 -0.13377 -1.28270
C -2.38376 1.48593 0.76371
C 2.26885 -1.20809 0.04826
H -3.53775 1.34361 0.95193
H -0.24213 0.41560 -1.05019
H -0.37377 0.14139 0.79591
H 0.63057 -0.83860 -2.02657
H 2.45720 -1.81987 -0.82087
H 2.80658 -1.42996 0.97327
*
```

Results
Largest force on an atom   2.74 eV/Å
Energy above the lowest of the compared OMol25 structures with the same formula, charge and spin   70.98 kcal per mole
Gap between HOMO and LUMO   10.31 eV

***

(13)
DFT (wB97M-V/def2-TZVPD) results for 2 unconnected molecules or ions with the total composition C2H6N2OS at a distorted geometry.

Structure (ORCA input):
```
! wB97M-V def2-TZVPD RIJCOSX def2/J DEFGRID3
* xyz 0 1
S 0.20036 0.12985 2.53688
O 0.93781 -0.07501 -0.82577
N 0.57257 1.02160 -1.26188
N 0.65902 1.51713 -2.40069
C -0.88496 -1.45253 0.61865
C -0.90906 -0.22194 1.20869
H 0.16212 1.51881 -0.43568
H 1.17761 0.99550 -3.19665
H 1.31061 -0.14541 1.92910
H -1.38091 0.61964 0.91240
H -0.29670 -2.18345 1.05083
H -1.54847 -1.72419 -0.13587
*
```

Results
Largest force on an atom   5.12 eV/Å
Energy above the lowest of the compared OMol25 structures with the same formula, charge and spin   120.04 kcal per mole
Gap between HOMO and LUMO   9.42 eV

***

(14)
DFT (wB97M-V/def2-TZVPD) results for a single C2H6N2OS molecule at a distorted geometry.

Structure (ORCA input):
```
! wB97M-V def2-TZVPD RIJCOSX def2/J DEFGRID3
* xyz 0 1
S 0.57388 1.02986 -0.86374
O 1.70952 -1.80212 1.62766
N -0.43188 -1.22379 0.25494
N 1.66981 -0.59973 0.88096
C 0.53636 -0.40691 0.13219
C -1.18103 1.46070 -1.05301
H -1.77170 0.56495 -1.15859
H -1.24209 1.99385 -2.00330
H -1.01363 -1.15922 -0.58888
H 0.82438 -2.14408 1.45254
H -1.46036 2.10097 -0.19515
H 1.78674 0.18552 1.51438
*
```

Results
Largest force on an atom   1.40 eV/Å
Energy above the lowest of the compared OMol25 structures with the same formula, charge and spin   58.72 kcal per mole
Gap between HOMO and LUMO   10.16 eV

***

(15)
DFT (wB97M-V/def2-TZVPD) results for a single C2H6N2OS molecule at a distorted geometry.

Structure (ORCA input):
```
! wB97M-V def2-TZVPD RIJCOSX def2/J DEFGRID3
* xyz 0 1
S 0.03679 1.87147 0.01426
O 2.50386 0.23357 -0.32256
N -2.30995 0.05117 -0.15131
N -1.05678 -0.51071 -0.02589
C 0.08677 0.21691 -0.03770
C 1.41514 -0.50904 0.16926
H -1.04044 -1.52751 -0.04395
H -2.40420 0.72266 0.61171
H 1.39394 -1.46926 -0.41355
H 1.47093 -0.79356 1.19791
H -2.46275 0.57206 -0.98629
H 2.36670 1.14222 -0.01189
*
```

Results
Largest force on an atom   2.41 eV/Å
Energy above the lowest of the compared OMol25 structures with the same formula, charge and spin   37.93 kcal per mole
Gap between HOMO and LUMO   9.44 eV

***

(16)
DFT (wB97M-V/def2-TZVPD) results for a single C2H6N2OS2 molecule at a distorted geometry.

Structure (ORCA input):
```
! wB97M-V def2-TZVPD RIJCOSX def2/J DEFGRID3
* xyz 0 1
S 1.44580 -0.97117 -0.29018
S -2.26863 -0.71551 -0.16870
O -0.74872 2.08195 0.09127
N -0.84676 -0.54785 0.72956
N 0.29514 1.31280 -0.34777
C 2.77648 0.17529 0.31225
C 0.16243 0.14210 -0.05202
H 2.49032 0.76202 1.17926
H 3.62079 -0.60020 0.45659
H -2.94544 0.47925 0.27188
H 3.15290 0.67430 -0.66486
H -0.54671 -1.21044 1.41838
H -0.38894 2.96743 -0.28328
*
```

Results
Largest force on an atom   6.09 eV/Å
Energy above the lowest of the compared OMol25 structures with the same formula, charge and spin   72.86 kcal per mole
Gap between HOMO and LUMO   9.33 eV

***

(17)
DFT (wB97M-V/def2-TZVPD) results for a single C2H6N2S molecule at a distorted geometry.

Structure (ORCA input):
```
! wB97M-V def2-TZVPD RIJCOSX def2/J DEFGRID3
* xyz 0 1
S 2.43850 -0.73879 0.00043
N -0.21260 -1.07716 -0.04355
N -1.54286 -0.59589 -0.05748
C 0.62858 1.24535 -0.08571
C 0.85587 -0.26954 -0.09316
H -2.20847 -1.36771 -0.18121
H 0.02188 -2.08083 -0.22805
H 0.92528 1.60677 0.92845
H -0.39964 1.52963 -0.27241
H -1.75643 -0.03795 0.78049
H 1.24988 1.78613 -0.74779
*
```

Results
Largest force on an atom   2.05 eV/Å
Energy above the lowest of the compared OMol25 structures with the same formula, charge and spin   30.91 kcal per mole
Gap between HOMO and LUMO   8.80 eV

***

(18)
DFT (wB97M-V/def2-TZVPD) results for a single C2H6N2S molecule at a distorted geometry.

Structure (ORCA input):
```
! wB97M-V def2-TZVPD RIJCOSX def2/J DEFGRID3
* xyz 0 1
S -0.27460 -1.22885 -0.11594
N 0.79925 1.04862 -0.05881
N 2.30264 -0.72553 0.14999
C -1.74715 0.04724 0.15712
C 1.17649 -0.31275 -0.16248
H -1.93543 0.66643 -0.70664
H 1.62521 1.59427 0.01638
H -1.78331 0.56038 1.29074
H 2.17682 -1.76783 0.32411
H -2.53076 -0.85755 -0.10038
H 0.19085 0.97556 -0.79408
*
```

Results
Largest force on an atom   4.06 eV/Å
Energy above the lowest of the compared OMol25 structures with the same formula, charge and spin   52.45 kcal per mole
Gap between HOMO and LUMO   9.86 eV

***

(19)
DFT (wB97M-V/def2-TZVPD) results for a molecular structure, C2H6N2S at a distorted geometry.

Structure (ORCA input):
```
! wB97M-V def2-TZVPD RIJCOSX def2/J DEFGRID3
* xyz 0 1
S 1.88244 -0.07436 0.06698
N -0.82954 0.05968 0.14082
N -0.84514 1.44805 -0.08944
C 0.36329 -0.67093 -0.20436
C -2.16745 -0.72770 0.02346
H -0.18587 1.75304 -0.91738
H -1.78359 -1.69014 -1.12730
H -0.66021 1.80258 0.89150
H -3.01507 0.31418 -0.39576
H 0.36136 -1.74071 -0.38179
H -2.28791 -1.41156 1.58482
*
```

Results
Largest force on an atom   4.85 eV/Å
Energy above the lowest of the compared OMol25 structures with the same formula, charge and spin   178.30 kcal per mole
Gap between HOMO and LUMO   8.27 eV

***

(20)
DFT (wB97M-V/def2-TZVPD) results for a single C2H6N2S molecule at a distorted geometry.

Structure (ORCA input):
```
! wB97M-V def2-TZVPD RIJCOSX def2/J DEFGRID3
* xyz 0 1
S -1.35222 -1.72125 -1.43065
N -0.94750 0.02213 0.51433
N -0.47532 0.89353 1.54544
C 0.98313 -0.24416 -0.88589
C -0.44831 -0.57101 -0.55379
H 1.62576 -1.10442 -0.83999
H -1.85377 -0.29007 0.79803
H 1.29493 0.65220 -0.31800
H -0.23062 1.79890 1.16843
H 1.00382 0.08384 -1.94010
H 0.40010 0.48032 1.94220
*
```

Results
Largest force on an atom   2.11 eV/Å
Energy above the lowest of the compared OMol25 structures with the same formula, charge and spin   27.77 kcal per mole
Gap between HOMO and LUMO   8.90 eV